Record 1
The following is a DFT calculation (wB97M-V/def2-TZVPD) of a 3-piece molecular cluster, C5H16NO4 overall at a distorted geometry.

- Molecular weight: 154.19 g mol⁻¹
- E_HOMO: -0.151 Eh
- F_max: 3.137 eV Å⁻¹
- LUMO level: 3.515 eV
- Kohn-Sham gap: 7.636 eV
- Total energy: -15124.382 eV
- Energy relative to the best compared isomer or geometry (same formula, charge and spin): 35.1 kcal/mol

The geometry in ORCA input format:
```
! wB97M-V def2-TZVPD RIJCOSX def2/J DEFGRID3
* xyz -1 1
C 2.65 1.28 0.74
C 1.18 0.88 0.52
C 1.03 -0.41 -0.33
C 1.78 -0.25 -1.64
O 0.92 -0.63 -2.74
N 0.68 0.82 1.94
C -0.77 0.47 2.18
O -1.10 -0.80 1.93
H 3.20 1.55 -0.19
H 2.63 2.19 1.33
H 3.19 0.60 1.40
H 0.60 1.62 -0.06
H 0.93 -1.34 0.24
H -0.02 -0.57 -0.63
H 2.70 -0.95 -1.71
H 2.08 0.74 -1.96
H 1.23 -0.01 2.24
H -1.29 1.25 1.54
H -0.99 0.84 3.23
H -1.98 -1.06 0.80
H -2.38 -2.34 -0.03
H -2.93 -0.29 -1.17
O -2.22 -1.41 -0.19
H 0.14 -1.11 -2.43
H -2.39 0.72 -2.24
O -3.21 0.35 -1.88
*
```

Record 2
The following is a DFT calculation (wB97M-V/def2-TZVPD) of a 2-piece molecular cluster, C2H9N3O overall at a distorted geometry.

- Molecular weight: 91.11 g mol⁻¹
- Structure (SMILES): [H]/N=C(\N)NC.O
- E_HOMO: -0.341 Eh
- F_max: 3.368 eV Å⁻¹
- LUMO level: 0.887 eV
- Kohn-Sham gap: 10.169 eV
- Total energy: -8737.127 eV
- Energy relative to the best compared isomer or geometry (same formula, charge and spin): 30.3 kcal/mol

The geometry in ORCA input format:
```
! wB97M-V def2-TZVPD RIJCOSX def2/J DEFGRID3
* xyz 0 1
C -0.54 -0.31 1.68
N 0.76 0.23 1.34
C 1.15 -0.09 0.03
N 2.57 0.06 -0.25
N 0.39 -0.68 -0.87
H -0.41 -1.38 1.62
H -1.34 -0.09 0.96
H -0.84 -0.04 2.67
H 1.11 1.20 1.40
H 3.28 -0.41 0.40
H 2.75 -0.35 -1.16
H 1.04 -0.95 -1.65
H -3.96 0.79 -2.39
H -2.91 0.09 -1.56
O -3.55 0.79 -1.51
*
```

total energy of number 2 (C2H9N3O)?
-8737.127 eV

The highest total energy belongs to which entry?
C2H9N3O

Look up the molecular weight of the first one.
154.19 g mol⁻¹